[1]
The following is a DFT calculation (ωB97M-V/def2-TZVPD) of the molecule C7H8O3 in a non-equilibrium geometry.

Properties
Strongest force on any atom   0.073 hartree/bohr
Kohn-Sham gap   7.963 eV
SMILES   CC1=C(O[C@H](C)C=C=O)O1

CARTESIAN COORDINATES (ANGSTROEM)
C1 2.271 0.302 -1.445
C2 1.479 -0.598 -0.612
C3 0.813 -1.138 0.347
O1 -0.276 -1.419 1.001
C4 -1.331 -0.444 1.019
C5 -2.167 -0.484 -0.293
C6 -0.782 0.861 1.358
C7 -0.135 1.649 0.590
O2 0.444 2.483 0.017
O3 2.124 -1.443 0.661
H1 1.855 0.353 -2.371
H2 3.263 -0.228 -1.589
H3 2.293 1.284 -0.969
H4 -1.936 -1.018 1.747
H5 -1.933 0.404 -0.984
H6 -3.293 -0.218 -0.084
H7 -1.962 -1.450 -0.838
H8 -0.728 1.104 2.445

---

[2]
The following is a DFT calculation (ωB97M-V/def2-TZVPD) of a cluster of 5 separate species, C18H43F3IO9P in total in a non-equilibrium geometry.

Properties
Strongest force on any atom   0.040 hartree/bohr
Kohn-Sham gap   9.765 eV
SMILES   O=[P@](O)(OCCCI)OC[C@H](O)C(F)(F)F.CC(C)O.CC(C)O.CC(C)O.CC(C)O

CARTESIAN COORDINATES (ANGSTROEM)
O1 5.371 0.494 3.301
P1 4.046 -0.057 3.428
O2 3.304 0.015 1.998
O3 3.119 0.748 4.444
C1 2.356 -0.043 5.389
C2 1.302 -0.961 4.780
C3 -0.048 -0.271 4.474
I1 -0.380 0.029 2.359
O4 4.145 -1.602 3.832
C4 4.516 -2.402 2.688
C5 3.249 -3.099 2.190
O5 2.859 -3.955 3.244
C6 3.522 -3.975 0.944
F1 3.397 -3.233 -0.152
F2 2.649 -4.952 0.893
F3 4.745 -4.472 0.941
H1 3.161 0.957 1.817
H2 3.004 -0.572 6.089
H3 1.815 0.682 6.000
H4 1.628 -1.482 3.883
H5 1.103 -1.735 5.527
H6 -0.084 0.687 4.982
H7 -0.839 -0.904 4.851
H8 5.006 -1.817 1.911
H9 5.211 -3.186 2.981
H10 2.474 -2.375 1.925
H11 1.905 -4.089 3.189
C7 -2.407 2.233 8.452
C8 -2.604 1.449 7.164
C9 -4.011 0.881 7.071
O6 -1.650 0.385 7.097
H12 -2.550 1.586 9.323
H13 -1.392 2.627 8.510
H14 -3.109 3.065 8.520
H15 -2.413 2.097 6.308
H16 -4.204 0.192 7.897
H17 -4.135 0.316 6.146
H18 -4.760 1.674 7.097
H19 -1.804 -0.199 7.848
C10 0.815 1.636 -1.246
C11 -0.418 1.073 -1.936
C12 -0.862 1.946 -3.096
O7 -1.484 0.955 -0.990
H20 0.607 2.627 -0.832
H21 1.113 0.997 -0.413
H22 1.654 1.719 -1.940
H23 -0.204 0.069 -2.300
H24 -1.126 2.949 -2.750
H25 -1.752 1.528 -3.571
H26 -0.075 2.036 -3.848
H27 -1.684 1.839 -0.658
C13 -0.692 -1.645 -4.488
C14 -2.194 -1.581 -4.710
C15 -2.775 -2.960 -4.980
O8 -2.479 -0.714 -5.812
H28 -0.183 -2.035 -5.374
H29 -0.295 -0.646 -4.305
H30 -0.444 -2.282 -3.637
H31 -2.676 -1.146 -3.833
H32 -2.336 -3.393 -5.883
H33 -3.851 -2.895 -5.146
H34 -2.591 -3.637 -4.145
H35 -2.059 -1.087 -6.596
C16 -2.063 2.910 -8.644
C17 -0.712 2.983 -7.948
C18 0.085 1.704 -8.153
O9 -0.901 3.213 -6.554
H36 -2.661 2.090 -8.237
H37 -2.626 3.829 -8.482
H38 -1.947 2.755 -9.718
H39 -0.146 3.833 -8.334
H40 -0.448 0.848 -7.730
H41 1.048 1.767 -7.643
H42 0.264 1.513 -9.213
H43 -1.400 2.467 -6.198

---

[3]
The following is a DFT calculation (ωB97M-V/def2-TZVPD) of a cluster of 6 separate species, C24H48O8 in total in a non-equilibrium geometry.

Properties
Strongest force on any atom   0.094 hartree/bohr
Kohn-Sham gap   9.827 eV
SMILES   CCOC(=O)OC.C1CCOC1.C1CCOC1.C1CCOC1.C1CCOC1.C1CCOC1

CARTESIAN COORDINATES (ANGSTROEM)
C1 -7.445 -4.393 -2.644
C2 -8.250 -5.551 -3.330
O1 -7.375 -6.552 -3.782
C3 -7.874 -7.810 -4.082
O2 -8.910 -8.273 -3.719
O3 -6.877 -8.523 -4.666
C4 -6.978 -9.791 -5.245
H1 -8.011 -3.497 -2.389
H2 -6.669 -4.005 -3.304
H3 -6.969 -4.711 -1.716
H4 -8.856 -5.217 -4.172
H5 -8.909 -6.042 -2.615
H6 -6.123 -9.954 -5.902
H7 -7.811 -9.918 -5.936
H8 -6.984 -10.628 -4.547
C5 6.402 -6.815 3.874
C6 7.220 -7.085 2.658
C7 6.531 -8.311 2.088
O4 5.224 -8.322 2.688
C8 5.130 -7.554 3.868
H9 6.386 -5.729 3.965
H10 7.008 -7.079 4.740
H11 8.231 -7.248 3.032
H12 7.320 -6.309 1.900
H13 6.976 -9.256 2.402
H14 6.488 -8.310 0.999
H15 5.082 -8.172 4.765
H16 4.270 -6.887 3.801
C9 -4.802 -12.435 12.170
C10 -5.144 -11.549 13.336
C11 -5.165 -12.512 14.564
O5 -4.634 -13.709 13.975
C12 -3.991 -13.500 12.783
H17 -4.254 -11.938 11.369
H18 -5.682 -12.944 11.777
H19 -6.129 -11.098 13.212
H20 -4.503 -10.673 13.436
H21 -6.168 -12.872 14.791
H22 -4.563 -12.211 15.422
H23 -3.739 -14.448 12.308
H24 -3.014 -13.138 13.100
C13 -0.030 -4.543 -4.653
C14 1.456 -5.037 -4.564
C15 2.047 -4.617 -5.891
O6 0.982 -4.988 -6.756
C16 -0.310 -4.553 -6.194
H25 -0.294 -3.548 -4.295
H26 -0.673 -5.230 -4.103
H27 1.330 -6.118 -4.494
H28 1.997 -4.712 -3.675
H29 2.916 -5.253 -6.060
H30 2.346 -3.571 -5.955
H31 -0.889 -5.404 -6.554
H32 -0.618 -3.551 -6.490
C17 0.934 0.172 6.567
C18 0.218 0.007 7.923
C19 -0.661 1.073 7.971
O7 -1.153 1.161 6.677
C20 -0.270 0.687 5.697
H33 1.371 -0.800 6.338
H34 1.771 0.849 6.739
H35 0.932 -0.029 8.746
H36 -0.393 -0.895 7.943
H37 -0.076 1.954 8.234
H38 -1.369 1.193 8.791
H39 0.108 1.367 4.933
H40 -0.531 -0.188 5.101
C21 -3.826 -7.897 1.995
C22 -3.495 -7.446 3.339
C23 -3.086 -8.651 4.070
O8 -2.394 -9.392 3.093
C24 -2.736 -8.954 1.774
H41 -3.789 -7.167 1.186
H42 -4.773 -8.434 2.053
H43 -4.435 -7.114 3.781
H44 -2.731 -6.671 3.279
H45 -3.901 -9.294 4.403
H46 -2.521 -8.499 4.990
H47 -3.240 -9.716 1.180
H48 -1.784 -8.587 1.390

---

Highest occupied orbital energy readings, ordered: -0.281, -0.347, -0.342 Eh